No. 1
A cluster of 4 separate species, C34H49ClN4O7 in total. Source: OMol25; level of theory: the ωB97M-V functional and the def2-TZVPD basis.

Geometry as XYZ:
```
95
Properties=species:S:1:pos:R:3:forces:R:3
C -8.31511 -2.12909 -1.31423 -0.09 0.47 -0.01
C -6.90731 -1.35400 -1.15361 -0.93 0.28 -1.01
O -6.21492 -1.68865 0.08002 0.29 0.13 -1.28
C -4.77488 -1.65222 -0.09427 0.63 0.40 -0.42
C -3.99288 -1.13165 1.23791 0.08 -0.66 -1.18
C -2.97715 0.00797 0.75239 0.35 -0.22 0.23
C -2.25029 0.81727 1.93341 -0.31 -0.01 -0.59
C -1.84976 2.30064 1.39320 -0.02 -0.60 0.58
C -0.46262 2.32621 0.59913 2.37 0.30 -0.69
C 0.84281 2.47007 1.46315 0.58 -0.20 -2.73
C 0.83839 2.56238 3.06529 0.64 -1.15 -0.82
N 1.67705 3.70739 3.53761 -0.63 0.32 0.28
C 1.07915 4.38458 4.73506 -0.58 0.37 -0.88
C 2.26488 2.50246 0.79187 -3.73 -0.37 -2.96
C 2.30721 2.38008 -0.74344 -1.78 -0.05 1.13
C 1.01087 2.24609 -1.62709 0.25 0.14 2.76
C -0.38863 2.21342 -0.96976 3.07 0.69 1.29
C -1.66827 2.02926 -1.89798 -0.57 -0.76 0.51
C -2.73673 3.20912 -1.80602 1.13 3.60 1.38
O -2.52422 4.37757 -1.44822 -0.60 -4.82 -1.47
Cl -4.50111 2.80255 -2.22659 1.46 -0.18 0.17
C 1.28298 2.15049 -3.20425 -0.27 0.45 -1.27
O 0.62514 2.75099 -4.08563 1.71 -2.08 2.98
C 2.54125 1.23608 -3.62060 2.72 -1.81 -0.12
C 2.55754 0.25597 -4.81104 2.91 0.52 2.26
C 3.86224 -0.58835 -5.04929 0.14 1.88 2.59
C 5.12216 -0.48783 -4.14340 -3.19 2.40 0.89
C 5.11397 0.51922 -2.94749 -3.37 -0.22 -2.42
C 3.82847 1.34035 -2.72661 -0.04 -1.15 -1.18
C 3.74500 2.35963 -1.47825 0.77 0.55 0.23
O 4.71223 3.05967 -1.09315 -3.20 -2.56 -1.13
H -8.72172 -2.43477 -0.28833 0.65 0.32 -1.51
H -9.09561 -1.42639 -1.79680 1.30 -1.01 0.81
H -8.23773 -3.02897 -2.02325 0.03 1.18 1.33
H -6.29746 -1.59740 -2.09623 -0.55 0.21 1.51
H -7.10426 -0.21333 -1.20634 0.36 -1.70 0.32
H -4.55402 -0.93267 -0.97318 -0.15 -0.96 1.44
H -4.39726 -2.68168 -0.44314 -0.49 1.37 0.63
H -3.39718 -2.04260 1.65256 -1.06 1.82 -0.44
H -4.76444 -0.75764 2.00095 1.21 -0.50 -1.12
H -2.15767 -0.49030 0.10398 -1.32 0.71 0.91
H -3.53632 0.74402 0.06873 0.60 -1.04 1.12
H -1.32689 0.21682 2.27732 -1.46 1.14 -0.31
H -2.98940 0.94966 2.81327 1.28 -0.25 -1.33
H -2.74630 2.65626 0.77877 1.48 -0.35 0.61
H -1.83407 2.97183 2.33442 0.36 -0.85 -1.75
H -0.20652 2.52725 3.52810 1.39 0.22 -0.85
H 1.37266 1.60353 3.43533 -1.06 1.31 -0.58
H 1.84961 4.39136 2.77889 -0.46 -0.63 0.76
H 1.58208 5.40282 4.86974 -0.65 -1.54 0.04
H 1.13302 3.74597 5.68930 0.19 0.96 -1.51
H -0.03543 4.56046 4.47263 1.44 0.05 0.82
H 3.23937 2.60532 1.36521 -1.58 -0.15 -0.73
H -1.41418 1.87748 -3.00727 -0.16 0.50 1.68
H -2.19693 1.05243 -1.57409 0.70 1.68 -0.53
H 1.63027 0.14480 -5.48120 1.74 0.19 1.17
H 3.91135 -1.34211 -5.90327 -0.24 1.24 1.33
H 6.03487 -1.14047 -4.33180 -1.48 0.91 0.15
H 5.99512 0.66533 -2.23012 -1.51 -0.29 -1.31
C 10.46001 -1.90875 -6.92544 -0.20 0.17 -0.04
N 9.10141 -1.79685 -6.43512 -0.12 -0.67 0.53
C 8.28153 -0.68783 -6.88398 -0.24 -0.10 0.18
C 8.56959 -2.70068 -5.56542 0.19 0.35 -0.33
O 7.43746 -2.66268 -5.11728 0.14 0.17 -0.15
H 11.01648 -1.01243 -6.64058 0.14 -0.10 -0.10
H 10.43950 -1.99524 -8.01471 0.20 0.00 0.03
H 10.95593 -2.78579 -6.50649 -0.12 0.08 0.00
H 7.96595 -0.10092 -6.01778 -0.07 0.07 -0.17
H 7.39208 -1.07873 -7.38451 0.00 0.18 0.02
H 8.84027 -0.05309 -7.57259 0.01 -0.14 0.10
H 9.27360 -3.50116 -5.28835 0.06 0.02 -0.05
C -1.89414 3.48186 7.96341 -0.04 -0.27 0.04
N -1.69669 2.22140 7.27723 0.32 0.16 -0.70
C -2.07298 0.99103 7.94570 0.10 -0.16 -0.24
C -1.16794 2.15607 6.02243 -0.32 -0.08 0.49
O -0.97674 1.13189 5.39151 -0.12 0.04 0.26
H -1.31693 3.47663 8.89144 -0.09 0.19 0.02
H -2.95594 3.59926 8.19432 0.07 0.18 0.08
H -1.56822 4.31940 7.34422 -0.01 -0.14 0.00
H -1.19327 0.34935 8.03817 -0.16 -0.08 0.05
H -2.82345 0.47133 7.34482 0.06 -0.10 0.14
H -2.47837 1.20211 8.93598 0.06 0.08 -0.13
H -0.91854 3.14279 5.60740 -0.17 0.00 0.15
C -3.05862 -7.14817 0.80014 -0.05 0.24 0.14
N -2.77866 -5.73342 0.66543 0.41 0.01 -0.70
C -3.24622 -4.82346 1.69201 0.13 0.20 -0.16
C -2.08874 -5.22896 -0.39722 -0.20 -0.03 0.34
O -1.82280 -4.05348 -0.56749 -0.19 -0.15 0.22
H -4.14098 -7.29539 0.83616 0.06 -0.20 0.02
H -2.60922 -7.51359 1.72704 -0.09 -0.18 -0.07
H -2.64917 -7.70961 -0.04120 -0.01 0.13 0.06
H -3.91222 -4.08589 1.23866 0.00 -0.02 0.20
H -2.38858 -4.30244 2.12560 -0.15 0.06 0.07
H -3.77872 -5.36747 2.47309 0.08 -0.02 -0.14
H -1.77908 -6.00176 -1.11888 -0.03 -0.09 0.04
```
Positions in Å, forces in eV/Å.

Values from the calculation:
Orbital gap, eV: 7.787
SMILES: CCOCCCCCc1c(CNC)cc2c(c1CC(=O)Cl)C(=O)c1ccccc1C2=O.CN(C)C=O.CN(C)C=O.CN(C)C=O
HOMO, eV: -8.47

***

No. 2
The molecule F2HNS. Source: OMol25; level of theory: the ωB97M-V functional and the def2-TZVPD basis.

Geometry as XYZ:
```
5
Properties=species:S:1:pos:R:3:forces:R:3
N 1.70916 -0.45328 0.28273 1.35 -2.07 2.03
F 0.46336 2.03853 0.29550 0.18 -1.69 -0.97
F 3.11617 -0.46880 0.09084 -1.27 0.82 -0.89
S 0.80341 0.45366 -0.53459 -0.39 2.52 0.25
H -0.23394 -0.13627 0.12163 0.13 0.43 -0.42
```
Positions in Å, forces in eV/Å.

Values from the calculation:
Orbital gap, eV: 10.515
ΔE to the lowest compared entry with this formula, charge and spin, kcal/mol: 70.0
HOMO, eV: -10.88

***

No. 3
A structure of composition C51H31Cl5N9NaO4S. Source: OMol25; level of theory: the ωB97M-V functional and the def2-TZVPD basis.

Geometry as XYZ:
```
102
Properties=species:S:1:pos:R:3:forces:R:3
Na 2.14720 -1.67129 0.83150 -0.26 -0.76 0.28
Cl 1.89122 -4.18208 2.15727 -0.06 -0.07 0.20
C 1.41124 -3.21120 3.56540 0.01 -0.11 -0.06
C 1.14677 -1.87449 3.35502 0.07 0.01 -0.08
C 0.73682 -1.19812 4.47629 -0.07 0.12 0.01
Cl 0.33637 0.53463 4.30734 0.02 -0.05 0.01
C 0.58453 -1.76244 5.73956 0.00 -0.05 -0.03
Cl 0.04178 -0.84115 7.10846 0.00 0.01 0.01
C 0.86919 -3.11820 5.89276 0.00 -0.01 0.00
Cl 0.68890 -3.87867 7.43973 0.00 0.00 0.00
C 1.29015 -3.86139 4.78913 -0.03 0.06 0.03
Cl 1.62673 -5.55315 4.97314 0.00 -0.01 0.00
C -9.15143 5.64308 -3.67066 0.00 -0.01 0.01
O -9.16680 4.77854 -2.55429 0.00 0.01 -0.01
C -8.06937 3.98797 -2.36207 -0.02 0.01 0.00
C -8.09775 3.16997 -1.23710 0.01 0.00 0.00
C -7.03135 2.33677 -0.96174 -0.01 0.00 0.00
C -5.91390 2.29637 -1.79671 0.02 -0.01 0.01
C -5.90049 3.11925 -2.91635 -0.01 0.01 0.00
C -6.96501 3.96118 -3.20533 0.02 -0.01 0.00
C -4.75712 1.43272 -1.53672 -0.01 0.01 0.00
N -3.70614 1.34490 -2.31351 0.04 0.01 0.01
C -2.86828 0.44394 -1.69503 0.01 0.08 -0.01
C -3.43331 -0.02002 -0.53483 -0.01 0.02 0.04
N -4.64755 0.62209 -0.43914 -0.02 -0.01 -0.01
C -2.81384 -0.98154 0.32270 0.00 -0.01 -0.01
C -3.37155 -1.48650 1.50253 0.00 -0.01 0.00
C -2.68698 -2.44551 2.20540 0.00 -0.01 0.01
C -1.46125 -2.89318 1.69962 0.02 0.00 -0.01
N -0.91041 -2.42050 0.60155 0.00 0.03 0.04
C -1.55104 -1.46044 -0.08066 0.01 -0.02 -0.03
C -0.89172 -0.91039 -1.27535 -0.01 -0.06 0.01
N 0.35921 -1.32329 -1.52294 0.02 0.05 -0.01
C 0.99622 -0.80657 -2.55247 0.01 -0.03 0.01
C 0.42907 0.14764 -3.40867 0.01 0.00 -0.03
C -0.85724 0.56373 -3.17895 0.02 -0.01 0.01
C -1.54936 0.02899 -2.08647 0.03 0.04 0.04
H -10.08889 6.19244 -3.64192 0.00 0.00 0.00
H -9.08963 5.08464 -4.60893 0.00 0.00 0.00
H -8.31770 6.34853 -3.61832 0.00 0.00 0.00
H -8.96368 3.20425 -0.58931 0.00 0.00 0.00
H -7.08455 1.71271 -0.07768 0.00 0.00 0.00
H -5.03267 3.09340 -3.56155 0.00 -0.01 0.01
H -6.91496 4.58802 -4.08368 0.00 0.00 0.00
H -5.30745 0.53839 0.31145 0.01 0.00 0.00
H -4.33108 -1.12570 1.85772 0.00 0.01 0.00
H -3.07104 -2.85335 3.13066 0.00 0.00 0.00
H -0.90476 -3.66544 2.21775 0.01 0.00 0.01
H 2.02383 -1.12660 -2.68738 -0.01 0.00 0.00
H 1.02367 0.55858 -4.21300 -0.01 0.01 0.00
H -1.33588 1.31451 -3.79469 0.00 0.00 0.00
O 1.38604 0.39868 0.98342 0.01 0.34 -0.09
C 2.25510 1.37346 0.39071 -0.05 0.00 0.09
C 3.08223 0.65608 -0.75958 0.12 0.07 -0.04
O 3.50422 1.38550 -1.66651 -0.05 -0.05 -0.01
O 3.27441 -0.57477 -0.60531 0.16 0.49 -0.29
C 1.42358 2.52973 -0.14554 0.06 0.04 -0.05
C 0.04365 2.54834 -0.00311 -0.06 -0.02 0.01
C -0.70763 3.62838 -0.45994 0.00 -0.05 -0.04
C -0.08453 4.70342 -1.06861 0.01 0.03 -0.01
C 1.30053 4.69663 -1.20816 -0.01 -0.01 0.01
C 2.04621 3.62579 -0.74808 0.00 0.00 -0.01
C 3.22460 1.87490 1.46644 0.01 -0.05 -0.03
C 2.78764 2.80854 2.40501 -0.01 -0.03 0.01
C 3.60348 3.19044 3.45947 -0.01 0.00 -0.01
C 4.87390 2.64638 3.58733 0.01 0.00 0.00
C 5.32159 1.72540 2.65216 0.00 -0.01 -0.01
C 4.50329 1.34295 1.59792 0.00 0.03 0.01
H 1.32166 0.52473 1.94160 0.02 0.01 0.01
H -0.44225 1.71019 0.47913 -0.02 -0.02 -0.02
H -1.78447 3.61948 -0.34233 -0.04 -0.02 0.00
H -0.66762 5.54415 -1.42750 0.00 -0.01 0.00
H 1.80311 5.53479 -1.67745 -0.01 0.00 0.00
H 3.12045 3.61596 -0.86145 0.00 0.00 0.00
H 1.79470 3.23360 2.31114 0.00 0.00 0.01
H 3.24067 3.90599 4.18808 0.00 0.00 0.00
H 5.51006 2.92719 4.41795 -0.01 0.00 0.00
H 6.30467 1.28213 2.75513 0.00 -0.01 0.01
H 4.85029 0.60595 0.88732 0.00 -0.03 0.00
N 4.91573 -3.08954 -0.81472 0.02 -0.11 0.00
C 3.87184 -3.52790 -1.54340 -0.01 0.14 0.11
N 2.67009 -3.68463 -1.08862 0.10 0.01 -0.01
C 1.84291 -4.20574 -2.06410 -0.04 -0.02 0.09
C 0.49070 -4.49652 -1.88502 0.04 0.04 -0.02
C -0.23121 -5.00655 -2.94841 0.00 0.01 0.00
C 0.36946 -5.23154 -4.19017 -0.03 -0.01 0.01
C 1.71267 -4.95061 -4.38171 0.02 0.00 0.00
C 2.43759 -4.44286 -3.31260 -0.01 0.01 0.00
S 4.11860 -3.99012 -3.23147 0.00 -0.02 -0.08
H 4.68838 -2.60090 0.04532 -0.01 0.01 -0.03
H 5.72111 -2.73306 -1.29893 -0.03 0.02 -0.01
H 0.03964 -4.28103 -0.92491 -0.01 0.01 -0.02
H -1.28502 -5.22407 -2.82039 0.00 0.00 0.00
H -0.21765 -5.62468 -5.01117 0.00 0.00 0.00
H 2.18134 -5.12164 -5.34312 0.01 0.00 0.01
N 4.47466 -1.91001 2.11936 0.01 -0.08 -0.10
C 5.56755 -2.03887 2.47970 -0.04 -0.03 0.06
C 6.90183 -2.20895 2.89160 0.01 0.08 -0.05
C 7.39615 -1.52708 4.02251 0.00 0.01 0.00
N 7.81555 -0.96815 4.94532 0.00 0.00 0.00
C 7.77532 -2.97550 2.09220 0.02 -0.02 0.02
N 8.49447 -3.60011 1.43399 0.00 0.01 0.01
```
Positions in Å, forces in eV/Å.

Values from the calculation:
Orbital gap, eV: 5.796
ΔE to the lowest compared entry with this formula, charge and spin, kcal/mol: 7.9
HOMO, eV: -3.00
Net charge: -2